The following is a DFT calculation (ωB97M-V/def2-TZVPD) of 2 unconnected molecules or ions with the total composition C6H16O at a distorted geometry.

Output
highest occupied orbital energy (spin up / spin down)	-15.026 / -15.017	eV
expectation value of S²	0.75
electronic energy	-8518.2368	eV

Structure (ORCA input):
```
! RIJCOSX wB97M-V def2-TZVPD def2/J DEFGRID3
* xyz 1 2
C -1.453 0.584 -0.018
C -2.206 1.866 -0.204
C -1.360 -0.060 1.397
O -1.816 -0.335 -0.943
H -0.335 0.817 -0.215
H -1.877 2.632 0.502
H -1.950 -0.970 1.429
H -0.344 -0.176 1.781
H -1.686 0.704 2.117
H -1.203 -1.096 -0.969
H -3.245 1.756 0.121
H -1.973 2.239 -1.202
C 2.593 -0.941 0.272
C 1.908 -1.592 -1.006
C 2.147 0.514 0.451
H 3.673 -1.001 0.247
H 2.116 -1.493 1.083
H 1.672 -2.622 -0.761
H 1.177 -0.887 -1.392
H 2.148 0.836 1.490
H 1.106 0.626 0.080
H 2.680 -1.736 -1.742
H 2.738 1.193 -0.168
*
```

The following is a DFT calculation (ωB97M-V/def2-TZVPD) of 3 unconnected molecules or ions with the total composition C6H16O2 at a distorted geometry.

Output
highest occupied orbital energy	-9.150	eV
electronic energy	-10573.7853	eV
SMILES string	C=C(CC)CC.O.O

Structure (ORCA input):
```
! RIJCOSX wB97M-V def2-TZVPD def2/J DEFGRID3
* xyz 0 1
C 0.576 -0.351 2.055
C 0.901 0.224 0.685
C -0.052 -0.251 -0.400
C -1.069 -1.036 -0.070
C 0.145 0.414 -1.763
C -0.937 1.430 -2.135
H 0.051 0.233 2.710
H 1.552 -0.317 2.631
H 0.130 -1.431 2.028
H 0.893 1.309 0.558
H 1.941 -0.056 0.390
H -1.536 -1.407 0.846
H -1.661 -1.291 -0.852
H 0.018 -0.424 -2.497
H 1.248 0.905 -1.742
H -1.890 1.124 -1.662
H -1.036 1.469 -3.287
H -0.871 2.464 -1.672
H -2.450 1.084 2.807
H -1.053 1.240 2.329
O -1.772 1.670 2.327
H 2.467 -2.689 -0.568
H 1.404 -2.284 -1.628
O 2.198 -1.984 -1.154
*
```

The following is a DFT calculation (ωB97M-V/def2-TZVPD) of 2 unconnected molecules or ions with the total composition C6H16O2 at a distorted geometry.

Output
highest occupied orbital energy	-10.059	eV
electronic energy	-10575.7913	eV
SMILES string	CC(C)O.CC(C)O

Structure (ORCA input):
```
! RIJCOSX wB97M-V def2-TZVPD def2/J DEFGRID3
* xyz 0 1
O 3.435 -1.805 0.424
C 5.066 -0.286 1.286
C 5.280 -1.242 -1.049
C 4.800 -1.507 0.340
H 3.208 -2.700 0.095
H 4.649 -0.623 2.250
H 4.556 0.645 0.988
H 6.139 -0.072 1.422
H 6.323 -0.899 -0.948
H 4.709 -0.475 -1.598
H 5.272 -2.176 -1.636
H 5.436 -2.348 0.683
O -5.340 0.058 -1.335
C -4.661 2.294 -0.700
C -4.565 0.389 0.918
C -5.327 0.966 -0.216
H -6.078 0.245 -1.952
H -5.350 2.944 -1.266
H -3.810 2.032 -1.351
H -4.280 2.856 0.168
H -4.475 0.993 1.836
H -3.554 0.213 0.512
H -5.014 -0.584 1.178
H -6.417 1.081 -0.049
*
```

The following is a DFT calculation (ωB97M-V/def2-TZVPD) of 3 unconnected molecules or ions with the total composition C6H16O2 at a distorted geometry.

Output
highest occupied orbital energy (spin up / spin down)	-14.522 / -14.506	eV
expectation value of S²	0.75
electronic energy	-10566.2330	eV

Structure (ORCA input):
```
! RIJCOSX wB97M-V def2-TZVPD def2/J DEFGRID3
* xyz 1 2
C -1.378 -1.732 -2.563
C -0.077 -1.091 -2.063
C -0.413 0.151 -1.170
C -0.194 -0.065 0.255
C 0.602 -0.930 0.976
C 0.816 -0.915 2.424
H -2.140 -1.801 -1.785
H -1.164 -2.798 -2.686
H -1.657 -1.289 -3.508
H 0.652 -0.842 -2.839
H 0.527 -1.818 -1.503
H -1.483 0.387 -1.274
H 0.180 1.028 -1.445
H -0.762 0.584 0.917
H 1.122 -1.803 0.569
H 1.820 -1.365 2.579
H 0.373 -1.745 2.995
H 0.709 0.007 3.001
H -1.686 2.064 0.842
H -1.184 3.277 0.183
O -1.232 2.884 1.056
H 1.779 2.944 2.282
H 2.606 1.999 1.351
O 2.182 2.869 1.403
*
```